The following is a DFT calculation (ωB97M-V with the def2-TZVPD basis set) of a molecular structure, C53H47N3O3S4Zr.

```
111
Properties=species:S:1:pos:R:3:forces:R:3
Zr -0.10276 0.06520 0.17849 -0.62 -0.21 0.60
C 2.13318 -0.25415 3.17126 -0.07 -0.01 0.01
C 1.27859 0.93930 2.87266 -0.13 -0.02 -0.13
N -0.00256 0.82420 2.76103 0.27 0.11 0.39
N -0.71416 1.98918 2.99704 0.01 0.20 0.03
C -1.53025 2.50859 2.16274 -0.07 0.05 0.12
S -1.83788 2.23008 0.50933 0.07 -0.23 -0.18
S -2.61564 3.72967 2.95881 0.02 0.06 0.01
C -3.71025 2.51384 3.76660 0.01 0.00 -0.06
C -3.15380 1.92706 5.03180 -0.02 -0.05 0.05
C -3.22277 2.62923 6.23177 -0.04 -0.01 0.00
C -2.71017 2.09115 7.40278 -0.01 0.05 0.02
C -2.11083 0.83943 7.38482 0.04 -0.03 0.02
C -2.02583 0.13804 6.19014 0.03 -0.04 0.01
C -2.54312 0.67554 5.02113 -0.02 0.03 -0.06
C 1.92876 2.23088 2.57549 -0.05 -0.03 -0.09
C 2.72767 2.95177 3.44301 -0.01 -0.01 0.02
C 3.31735 4.14785 3.05009 0.04 0.03 0.03
C 3.10139 4.60082 1.75202 0.02 0.03 0.02
C 2.32725 3.88435 0.85899 -0.02 -0.08 -0.06
C 1.71643 2.66731 1.23259 0.11 0.08 0.04
O 1.05182 1.95653 0.37942 -0.16 -0.08 -0.08
H 1.54730 -1.03331 3.65021 0.00 0.00 -0.01
H 2.95428 0.07092 3.81774 0.00 0.00 0.01
H 2.56687 -0.67044 2.26181 0.02 0.00 0.02
H -3.91007 1.73300 3.02965 0.00 0.00 0.00
H -4.64412 3.04380 3.96669 0.02 0.01 0.01
H -3.67269 3.61658 6.24151 -0.01 0.01 0.00
H -2.77069 2.65249 8.32878 0.00 0.00 -0.01
H -1.69994 0.41930 8.29600 0.00 0.00 -0.01
H -1.53811 -0.82897 6.15738 0.00 0.00 0.00
H -2.44197 0.14403 4.08159 -0.02 -0.05 -0.04
H 2.87069 2.58070 4.45307 0.01 0.00 0.00
H 3.92330 4.71867 3.74312 0.00 0.00 -0.01
H 3.55075 5.53463 1.42857 0.00 -0.01 0.00
H 2.17078 4.23631 -0.15395 0.00 0.00 0.00
O 1.84103 -0.46123 -0.13918 0.00 0.16 -0.39
C 2.77810 -0.98358 -0.99221 0.15 -0.36 0.31
C 2.52528 -2.50780 -1.15269 -0.02 0.14 -0.03
C 1.30356 -2.88355 -1.94521 0.04 0.01 0.00
C 1.37078 -3.91361 -2.88118 -0.04 -0.01 -0.03
C 0.21960 -4.29303 -3.55132 0.02 0.04 0.04
C -0.95948 -3.62261 -3.28042 0.04 0.03 0.00
C -0.94380 -2.58592 -2.34956 0.08 -0.11 -0.05
C -2.17404 -1.79417 -2.05059 -0.09 0.09 0.06
C -1.97284 -0.29632 -2.40424 -0.10 -0.01 0.05
O -0.91822 0.23060 -1.66211 0.09 0.09 0.08
C -3.23691 0.53391 -2.14356 0.01 0.00 -0.03
C -4.39742 0.03219 -1.57194 0.09 -0.02 0.00
C -5.49465 0.85913 -1.36295 -0.05 -0.02 0.01
C -5.44541 2.19366 -1.72575 -0.06 0.02 0.01
C -4.28791 2.70409 -2.29755 0.05 0.03 -0.01
C -3.19708 1.87959 -2.50301 0.01 -0.01 0.03
C -1.67929 -0.25829 -3.90899 0.04 -0.03 0.00
C -2.71481 -0.45653 -4.82188 -0.01 0.02 0.00
C -2.46127 -0.53598 -6.18112 -0.03 -0.01 -0.01
C -1.15970 -0.42052 -6.65214 0.03 0.00 -0.02
C -0.12625 -0.22164 -5.75003 0.02 -0.01 -0.03
C -0.38248 -0.14160 -4.38622 0.02 0.05 0.03
N 0.16472 -2.24082 -1.69243 0.04 -0.05 -0.12
C 4.17885 -0.75363 -0.37474 0.11 -0.05 -0.13
C 5.31210 -1.46187 -0.76998 -0.07 0.00 0.03
C 6.55518 -1.18508 -0.21933 0.03 -0.02 -0.02
C 6.69274 -0.17796 0.72442 0.05 0.01 0.00
C 5.57710 0.55676 1.09755 0.00 0.05 0.03
C 4.33567 0.27298 0.54917 -0.06 0.04 -0.02
C 2.82344 -0.22572 -2.32102 -0.03 -0.01 -0.11
C 2.48189 1.12411 -2.33059 0.00 0.00 -0.04
C 2.60122 1.86897 -3.49473 0.00 0.01 0.04
C 3.07360 1.28384 -4.66086 -0.01 0.00 -0.05
C 3.41028 -0.06182 -4.65817 -0.01 -0.01 -0.06
C 3.28107 -0.81148 -3.49793 -0.02 0.02 0.05
H 2.38653 -2.88432 -0.13473 0.01 0.03 0.01
H 3.38257 -3.02622 -1.58082 0.03 0.00 -0.04
H 2.31682 -4.40631 -3.07136 0.00 -0.01 0.01
H 0.24423 -5.09516 -4.28015 0.00 0.00 0.00
H -1.88084 -3.87147 -3.79122 -0.01 0.00 -0.01
H -2.39657 -1.85246 -0.97920 0.02 0.01 -0.02
H -3.01564 -2.19934 -2.61782 0.00 0.02 0.01
H -4.44218 -0.99575 -1.24252 0.01 -0.01 0.01
H -6.38192 0.45709 -0.88768 0.00 0.00 0.00
H -6.29493 2.84137 -1.54255 0.00 0.00 0.00
H -4.22549 3.75486 -2.55372 0.00 0.00 -0.01
H -2.27982 2.27995 -2.91892 0.00 0.00 0.00
H -3.73347 -0.53471 -4.45938 -0.01 0.00 0.01
H -3.28240 -0.68281 -6.87389 0.00 0.00 0.00
H -0.95433 -0.48426 -7.71474 0.00 0.01 0.00
H 0.89318 -0.13001 -6.10102 0.03 0.01 0.00
H 0.42145 0.01293 -3.67970 0.03 0.00 0.02
H 5.23873 -2.23241 -1.52624 0.00 -0.03 -0.01
H 7.42087 -1.75698 -0.53438 0.00 0.00 0.00
H 7.66360 0.03965 1.15426 0.00 0.00 0.01
H 5.66388 1.36271 1.81673 -0.01 0.01 0.01
H 3.46725 0.85666 0.82387 0.03 -0.04 0.01
H 2.10610 1.58110 -1.42145 0.01 -0.01 -0.03
H 2.31400 2.91356 -3.48685 0.00 0.01 0.00
H 3.16201 1.86692 -5.57018 0.00 0.00 0.00
H 3.76430 -0.53649 -5.56667 0.00 0.00 -0.01
H 3.53245 -1.86415 -3.52010 0.02 -0.03 0.01
C -3.71435 -2.80003 2.52964 -0.02 -0.01 0.01
C -2.40779 -2.26779 1.97955 0.07 0.02 -0.01
S -2.49334 -0.66249 1.26320 0.17 -0.05 -0.13
C -1.25461 -2.94915 2.05640 -0.02 0.03 0.01
C -1.14995 -4.32216 2.66734 -0.01 0.00 0.01
S 0.24969 -2.31700 1.41579 -0.13 0.24 -0.18
H -4.49790 -2.05452 2.39668 -0.01 -0.01 0.01
H -3.64967 -3.02635 3.59908 0.00 0.00 0.00
H -4.03307 -3.71545 2.01865 0.00 0.00 0.00
H -2.05007 -4.60154 3.21846 0.00 0.00 -0.01
H -0.29777 -4.36811 3.35012 0.01 -0.01 0.02
H -0.97495 -5.07797 1.89391 0.01 -0.01 0.00
```
Forces are in eV/Å.

Properties
E_LUMO = 4.2 eV
Charge = -2
Energy relative to the best compared isomer or geometry (same formula, charge and spin) = 97.1 kJ/mol
HOMO level = -0.0393 Ha
Largest force on an atom = 0.889 eV/A

Atomic partial charges in e from the Löwdin method, atoms 1 to 99: 1.45 -0.05 -0.31 0.00 -0.05 -1.12 0.56 0.80 -0.44 -0.29 -0.07 -0.12 -0.12 -0.08 -0.04 -0.14 -0.06 -0.14 -0.12 -0.02 -0.37 -0.30 0.05 0.08 0.05 0.07 0.07 0.10 0.09 0.09 0.10 0.08 0.11 0.08 0.09 0.10 -0.41 -0.46 -0.07 -0.26 -0.04 -0.08 -0.02 -0.25 -0.07 -0.46 -0.37 -0.19 -0.06 -0.09 -0.11 -0.10 -0.07 -0.14 -0.03 -0.10 -0.12 -0.07 0.00 0.15 -0.11 -0.04 -0.11 -0.12 -0.07 -0.01 -0.13 -0.01 -0.07 -0.12 -0.11 -0.03 0.09 0.09 0.10 0.09 0.11 0.07 0.12 0.10 0.09 0.09 0.10 0.13 0.12 0.09 0.09 0.08 0.10 0.10 0.09 0.09 0.10 0.10 0.10 0.10 0.09 0.09 0.10



The following is a DFT calculation (ωB97M-V with the def2-TZVPD basis set) of C16H30N2 in the gas phase.

```
48
Properties=species:S:1:pos:R:3:forces:R:3
N 5.91501 -1.31883 -0.00293 0.06 -0.17 -0.17
C 5.88156 -0.07318 0.74935 -0.16 0.23 0.23
C 4.45398 0.45954 0.89092 0.36 0.10 -0.14
C 3.81542 0.87382 -0.43997 -0.01 -0.16 0.09
C 2.96116 -0.22759 -1.07122 -0.11 0.16 0.18
C 1.57119 -0.29781 -0.43133 0.19 -0.15 -0.30
N 0.87119 0.95093 -0.64469 -0.05 -0.04 -0.24
C -0.20848 1.30202 0.24559 -0.36 0.02 -0.06
C -1.56151 0.54508 0.14433 0.44 0.27 0.05
C -1.50804 -0.81923 0.83977 -0.12 -0.04 -0.08
C -2.87204 -1.50609 0.76380 0.01 -0.29 0.16
C -3.92277 -0.64590 1.46163 0.04 0.01 -0.04
C -3.99457 0.71339 0.76985 -0.21 0.19 0.16
C -4.38851 0.52390 -0.69375 0.05 -0.01 0.03
C -3.33877 -0.34065 -1.38886 -0.10 -0.04 -0.32
C -3.26355 -1.70224 -0.69992 0.03 0.04 0.02
C -1.97350 0.34298 -1.31665 -0.07 -0.06 0.12
C -2.63067 1.39691 0.84180 -0.05 -0.14 -0.07
H 6.84942 -1.71314 0.01561 -0.10 0.02 -0.10
H 5.67886 -1.14119 -0.97348 0.08 -0.10 0.02
H 6.27690 -0.28599 1.74737 0.01 0.07 -0.07
H 6.51318 0.71500 0.30189 -0.09 -0.08 0.12
H 4.49275 1.32003 1.56152 -0.04 -0.01 0.07
H 3.84584 -0.30937 1.36644 -0.06 -0.05 0.14
H 4.60113 1.17769 -1.13572 0.05 0.10 -0.03
H 3.16370 1.73486 -0.28490 0.08 0.04 -0.10
H 3.44771 -1.19655 -0.95977 0.01 -0.08 -0.09
H 2.83834 -0.02396 -2.13792 -0.02 -0.08 -0.08
H 1.67153 -0.44233 0.64676 -0.04 -0.08 0.04
H 1.04378 -1.17518 -0.84326 0.04 0.07 0.18
H 0.58944 1.04442 -1.61324 0.05 0.03 0.05
H -0.40981 2.36453 0.06494 -0.09 -0.01 0.12
H 0.16842 1.20836 1.26896 -0.06 0.08 0.06
H -0.76007 -1.45665 0.36760 0.09 -0.02 0.00
H -1.21983 -0.68610 1.88565 0.07 0.02 0.07
H -2.81105 -2.48228 1.25909 -0.01 0.06 -0.03
H -4.89707 -1.13859 1.41984 -0.05 -0.03 0.04
H -3.65823 -0.51472 2.51351 -0.02 -0.01 0.07
H -4.74088 1.34080 1.27115 0.05 -0.04 -0.03
H -4.45871 1.49535 -1.18901 -0.05 0.05 -0.04
H -5.36772 0.04368 -0.75808 -0.07 0.01 -0.02
H -3.61755 -0.47827 -2.44049 0.02 0.01 0.07
H -2.52588 -2.33367 -1.20137 0.01 -0.06 -0.04
H -4.23146 -2.20509 -0.76284 -0.03 -0.06 -0.03
H -1.23747 -0.28015 -1.83117 0.09 0.01 -0.04
H -2.01506 1.31021 -1.82534 0.04 0.08 -0.07
H -2.68968 2.37769 0.36290 0.05 0.08 -0.01
H -2.34765 1.55355 1.88563 0.05 0.06 0.08
```
Forces are in eV/Å.

Properties
E_LUMO = 0.8 eV
Charge = 0
SMILES = NCCCCCNC[C@]12C[C@H]3C[C@H](C[C@H](C3)C1)C2
Energy relative to the best compared isomer or geometry (same formula, charge and spin) = 19.5 kJ/mol
HOMO level = -0.3064 Ha
Largest force on an atom = 0.521 eV/A

Population analysis type natural (NBO), resulting atomic charges in e: -0.84 -0.21 -0.41 -0.42 -0.40 -0.21 -0.64 -0.19 -0.06 -0.41 -0.21 -0.40 -0.22 -0.40 -0.21 -0.40 -0.41 -0.40 0.36 0.35 0.19 0.16 0.20 0.20 0.19 0.23 0.21 0.19 0.19 0.17 0.36 0.19 0.19 0.21 0.20 0.21 0.20 0.20 0.21 0.20 0.20 0.21 0.20 0.20 0.20 0.20 0.20 0.20



The following is a DFT calculation (ωB97M-V with the def2-TZVPD basis set) of C3H6OS2 in the gas phase in a non-equilibrium geometry.

```
12
Properties=species:S:1:pos:R:3:forces:R:3
C -0.60108 -0.72524 -2.17897 -1.33 -0.18 -2.95
O -0.02115 -1.27020 -1.08514 1.14 -0.75 1.16
C 0.17408 -0.46770 -0.06045 -0.51 0.03 0.93
S 0.80128 -1.09729 1.27925 0.62 0.03 0.93
S -0.48578 1.16107 -0.22375 0.27 -0.28 -0.23
C -0.03064 1.93130 1.29653 -1.26 1.97 1.06
H -1.57442 -0.34196 -1.91869 -0.73 0.00 -0.10
H -0.04922 0.14550 -2.54975 0.22 -0.44 -0.44
H -0.73013 -1.57486 -2.91101 0.29 1.27 0.50
H -0.60678 1.59871 2.22484 0.28 0.59 -1.55
H -0.15444 3.05536 1.01270 -0.15 -1.86 0.93
H 0.98209 1.82819 1.59245 1.15 -0.39 -0.25
```
Forces are in eV/Å.

Properties
E_LUMO = 0.6 eV
Charge = 0
SMILES = COC(=S)SC
Energy relative to the best compared isomer or geometry (same formula, charge and spin) = 132.7 kJ/mol
HOMO level = -0.3193 Ha
Largest force on an atom = 3.240 eV/A

Population analysis type natural (NBO), resulting atomic charges in e: -0.28 -0.48 0.01 -0.07 0.28 -0.78 0.18 0.19 0.21 0.25 0.24 0.25